[1]
The following is a quantum chemistry calculation of a structure of composition C20H35INbO10S, from the Open Molecules 2025 dataset.

HOMO level: -5.55 eV
Electronic energy: -62270.1853 eV
HOMO-LUMO gap: 7.36 eV
Charge: -1
2S+1: 1

Cartesian coordinates (Å):
H: -0.1727 0.6895 3.4045
C: -2.9556 4.7192 6.4638
H: 3.6880 -6.0899 -4.3047
C: -2.5378 -0.6039 -2.2224
C: 4.6730 -4.4520 -5.2908
O: -2.8809 4.3479 4.0336
I: 1.0532 -3.8164 0.9846
H: -1.2903 5.7981 7.2956
C: -0.7975 3.7856 6.7013
O: 3.5172 3.3706 -1.6327
H: -1.3699 -0.2018 4.3519
H: 0.3920 1.2636 0.2291
C: 4.2415 -4.6879 -6.7266
C: 1.1067 3.8329 -1.7310
C: 2.3535 -4.8283 -5.4325
O: 2.0404 1.9124 -0.7873
O: -2.5015 -2.9981 0.3779
H: 2.4001 -2.0263 -3.6895
H: 4.7852 -3.3735 -5.1472
C: -1.7759 -1.7588 -1.6010
H: -2.3534 0.3072 -1.6502
H: -0.8368 -1.4888 -1.1255
O: 2.9096 -4.9440 -6.7570
H: 0.0346 3.6483 0.1246
H: -0.9545 3.1688 -1.2531
O: -2.5919 1.8353 0.5515
H: 3.7661 -3.5231 -1.6679
H: -0.9770 2.7711 7.0667
H: -4.3230 -1.6948 -2.8472
H: 0.9120 3.6930 -2.7978
H: -3.6495 3.9340 6.7753
H: 1.2615 4.8950 -1.5508
C: -1.1626 0.2285 3.3735
H: 0.3163 1.0848 -1.5255
H: 4.0335 -2.3490 0.3818
H: 0.2612 4.0148 6.8003
O: -1.5467 -0.0609 1.0778
C: -1.2105 -0.8141 2.2646
H: -1.5683 -2.5682 -2.3071
H: -1.9792 2.2794 3.1919
C: 3.5240 -5.0237 -4.4775
C: -2.7342 -2.2849 -0.5593
H: -2.2924 -0.4146 -3.2665
H: -3.5168 5.6449 6.3559
H: -1.9199 4.5753 8.4054
O: -1.1213 3.8268 5.3065
C: -2.1599 1.0971 1.3990
Nb: 2.6442 -2.3735 -0.7107
H: -0.2747 -1.3409 2.0856
C: 0.0576 3.1658 -0.8553
C: -2.1904 1.2502 2.9076
O: 4.9021 -4.6611 -7.7295
O: -3.9890 -1.8194 -0.8169
H: 3.3636 -4.5381 -3.5162
H: -1.9953 -1.5571 2.4096
H: 2.0593 -0.7277 -0.1276
H: 1.5673 -5.5743 -5.3379
S: 1.3833 -2.1917 -2.8190
H: -4.6930 -0.2344 -1.9042
H: 1.9144 -3.8349 -5.3277
C: 0.6198 1.7524 -0.7147
C: 2.3822 3.0589 -1.3960
C: -2.3798 4.3098 5.1191
H: 3.8131 -1.2447 -1.2822
C: -3.9834 -1.0504 -2.0305
C: -1.7295 4.8009 7.3581
H: 5.6418 -4.9162 -5.1178
H: -3.2032 1.0053 3.2400



[2]
The following is a quantum chemistry calculation of a cluster of 5 separate species, C20H35N3O14P in total, from the Open Molecules 2025 dataset.

HOMO level: -12.22 eV
Electronic energy: -63722.9307 eV
HOMO-LUMO gap: 6.57 eV
Charge: +1
2S+1: 1

Cartesian coordinates (Å):
C: 5.3797 3.7046 0.9791
O: -0.3368 -2.3363 -3.8005
H: -4.9940 -2.1785 5.8634
O: -3.8433 1.3832 3.5662
H: -3.2543 -2.1585 5.5042
H: 3.1247 -2.7444 -2.9894
O: 2.1066 4.0492 0.0955
C: 3.2872 4.1872 0.3600
H: -1.4434 -0.6948 -1.6548
N: 4.2061 -0.2150 -2.3752
N: 1.5941 -0.4325 -2.7956
C: -1.7749 3.4035 2.7688
H: -2.4425 2.5344 2.7682
C: -2.9839 -5.0903 -3.8035
H: -1.3951 3.5022 3.7913
O: -1.3522 -1.6124 -1.2472
H: 0.5700 -2.4335 -4.2345
C: 2.8207 0.3958 -2.3589
H: -1.8890 -5.1515 -3.7913
H: 2.3211 2.4741 -2.5906
H: -2.0342 2.7034 0.2141
C: -4.4050 -0.6152 4.5034
C: -4.1312 -1.5289 5.6814
O: -3.9913 -8.2577 -3.0514
H: 4.3361 -0.6980 -3.3130
O: -0.0290 1.9351 1.9815
O: -5.3906 0.3489 4.8375
H: 0.1448 3.9735 1.9678
H: 7.1295 3.8629 2.2521
H: 5.2221 -1.9738 -1.4229
C: -3.4356 -3.6885 -3.4452
C: 1.5330 -1.5310 -1.7136
H: -3.2077 -2.9779 -4.2451
C: -3.5456 -5.5830 -5.1030
H: 1.5588 -1.0435 -0.6461
N: 2.5196 1.6845 -1.9213
H: -2.9025 -5.3335 -5.9520
H: -2.9356 -3.3534 -2.5302
C: -3.2305 0.2356 4.1242
C: -5.0764 1.4863 4.1464
H: 2.9094 -3.3376 -1.1271
C: 0.4025 1.5261 0.7500
H: -3.9767 -0.9530 6.6008
C: 2.9270 -2.4109 -1.8618
H: -2.6201 0.5466 4.9792
H: 0.7244 0.1424 -2.5851
O: -0.0674 2.3508 -0.2334
C: -1.0545 3.1698 0.3656
H: 5.1655 5.7875 1.5935
H: -4.7712 -1.1966 3.6487
O: -5.7992 2.4625 4.0603
C: -3.7164 -7.1882 -3.5646
C: 6.1382 3.4001 2.2556
H: 2.4284 1.8301 -0.8888
H: 6.0960 5.5442 0.0933
H: -2.5868 -0.2537 3.3873
H: -4.5115 -3.6604 -3.2392
H: 5.8261 3.1663 0.1343
O: 4.0500 5.2494 -0.0372
H: 5.5858 3.7472 3.1360
O: -3.4900 -6.0319 -2.8707
P: -0.0647 -2.5189 -2.0575
O: 1.1106 0.5549 0.5551
C: 5.2604 5.1711 0.6928
C: 4.1747 -1.4026 -1.3898
H: -1.0595 4.1635 -0.0920
O: 4.0247 3.3005 1.0948
H: 6.2606 2.3181 2.3727
H: 3.9390 -1.0109 -0.3030
C: -0.6246 3.2099 1.8010
O: -3.5948 -6.9846 -4.9106
H: -2.3556 4.2984 2.5266
H: -4.5600 -5.2227 -5.3070



[3]
The following is a quantum chemistry calculation of a cluster of 4 separate species, C20H35NO13 in total, from the Open Molecules 2025 dataset.

SMILES: NCC1=C(CCCO)C(=O)OC1=O.CCOC(=O)OC.CCOC(=O)OC.CCOC(=O)OC
HOMO level: -9.95 eV
Relative energy (zero: lowest compared OMol25 entry of this formula, charge and spin): 0.0 kJ/mol
Electronic energy: -49416.0719 eV
HOMO-LUMO gap: 9.25 eV
Charge: 0
2S+1: 1

Cartesian coordinates (Å):
H: 1.5001 0.3857 8.8571
H: 0.0940 -0.3189 9.6830
H: 3.0476 -3.6595 -4.8947
H: -2.4061 3.2779 4.8957
H: 7.9982 -2.2515 -2.5314
C: 6.2396 -0.9445 -5.8354
H: 3.5491 -2.9278 -3.3690
C: 5.5528 -1.6048 -4.6828
O: -2.1258 3.5231 1.9910
H: -3.4181 5.5719 2.2864
H: -3.0825 -0.0028 1.3740
H: 2.8228 -0.4208 -3.0538
C: 2.1427 -0.4507 -3.9214
H: -0.9051 -0.7413 -2.0189
C: 1.9313 -1.8896 -4.3699
O: 0.8708 0.0844 -3.5590
O: -2.5931 -3.5510 0.5351
H: 6.1540 -0.6847 -2.8697
O: 7.3025 -0.4331 -5.8858
O: -3.5520 1.9547 1.2123
H: -3.0786 0.3042 -1.3292
H: -1.0659 2.2525 4.3892
H: -1.7037 1.0380 0.9467
C: -1.6565 2.5695 5.2488
C: 4.3536 -2.0127 -5.1064
C: -2.6797 -3.0384 -0.6958
C: -3.3449 -4.7533 0.7294
C: -2.5955 0.9488 1.5653
O: -1.3841 0.3627 6.2602
C: -0.7233 0.5717 7.3975
H: -3.9594 -0.9410 -2.2255
N: 7.5511 -2.2262 -3.4408
C: 0.7857 -0.4361 8.8513
C: 3.2350 -2.7009 -4.3945
C: -3.8867 5.4287 1.3134
C: -3.0317 5.9874 0.1984
H: 2.5996 0.1487 -4.7221
H: -4.8724 5.8898 1.3242
H: 0.8942 1.0423 -3.6599
O: 0.0799 -0.4736 7.6073
C: -3.1750 3.2025 1.4909
C: -1.8374 -1.2996 -2.0312
C: -3.0270 -0.3794 -2.1786
H: -2.9343 0.2112 -3.0904
C: -2.3331 1.3860 5.9013
H: -4.4120 -4.5488 0.6585
H: -2.0391 5.5390 0.2085
O: -1.8697 -1.9842 -0.7604
C: 6.1981 -1.6850 -3.3320
H: -3.4964 5.7966 -0.7693
H: 1.4518 -1.9112 -5.3537
H: 5.6003 -2.3549 -2.7039
H: -3.0714 -5.5020 -0.0111
C: 4.2517 -1.6606 -6.5576
O: 3.3655 -1.8503 -7.3158
H: -1.0027 3.0822 5.9534
H: -1.7901 -2.0324 -2.8359
H: 8.1153 -1.6386 -4.0466
O: -4.1551 4.0266 1.1227
H: 1.2414 -2.3611 -3.6600
O: -3.2803 -3.5346 -1.6146
O: -0.9226 1.4643 8.1819
H: -3.0933 -5.0970 1.7281
O: 5.4166 -1.0208 -6.9420
H: -2.8919 1.6804 6.7889
H: -3.0116 0.8880 5.2099
H: 1.3055 -1.3867 8.9209
H: -2.9232 7.0653 0.3227
H: -2.3198 1.0266 2.6152



[4]
The following is a quantum chemistry calculation of a cluster of 4 separate species, C20H35NO9 in total, from the Open Molecules 2025 dataset.

SMILES: O=C=NC1=C(CCC(=O)O)C(=O)OC1=O.CCOCC.CCOCC.CCOCC
HOMO level: -9.46 eV
Relative energy (zero: lowest compared OMol25 entry of this formula, charge and spin): 355.0 kJ/mol
Electronic energy: -41218.8621 eV
HOMO-LUMO gap: 8.06 eV
Charge: 0
2S+1: 1

Cartesian coordinates (Å):
H: 3.8873 1.9949 0.5375
O: -8.2977 -1.9572 0.4547
C: -4.1513 -1.3540 -0.5212
O: -8.7187 -3.5187 -1.2390
C: -5.6842 -1.2883 -0.8561
H: 3.8845 3.3341 -0.6064
H: 0.9759 1.4235 6.1247
C: -1.7951 -1.5525 -0.6827
C: 2.3754 1.4472 -5.0612
H: 1.1510 -0.6892 0.7024
H: 3.7226 -1.2115 5.6387
H: 2.3608 1.9878 4.1759
C: 4.8833 0.6176 5.8339
O: -1.8470 -0.7386 0.4899
O: 1.3124 2.5103 -0.4129
C: -3.2772 -0.6430 0.5720
H: 2.6814 0.4071 -4.9228
H: 4.1129 3.6434 1.1305
H: 1.7365 0.6785 1.6536
H: 1.8274 4.2580 0.4696
H: -0.0619 -2.2714 -4.7889
H: 5.3873 -1.4527 6.1742
H: 2.9048 2.0537 -4.3229
H: -6.7154 -2.4211 -2.5632
C: 2.0770 3.1980 0.5695
O: -0.9835 -1.3071 -1.6025
H: 2.4955 0.8426 -0.7594
C: 3.5781 3.0340 0.3987
O: 4.1573 1.4606 4.9476
C: -7.9046 -2.6747 -0.7132
C: 1.4717 1.0973 -0.4642
H: 0.5180 -0.9074 -3.8302
C: 2.0591 1.5088 6.2363
O: -2.3383 -5.0724 -0.3031
H: 2.3002 2.5034 6.6193
H: 5.9339 0.9044 5.7404
H: 1.2982 -0.7388 -6.2357
H: 4.5975 0.8237 6.8710
H: 5.0393 -1.0563 4.4767
C: -3.1822 -2.2265 -1.1106
H: -5.8788 -3.5283 -1.3043
N: -3.2005 -3.3747 -2.0231
H: 1.7604 2.8989 1.5741
H: 0.0603 0.6533 1.1092
C: -0.1282 -1.1872 -4.6647
H: -1.1537 -0.9271 -4.3881
H: 2.3770 0.7834 6.9895
H: 2.5137 0.2744 4.5115
C: -6.4609 -2.5525 -1.4356
H: -6.2404 -0.6480 -0.0675
C: 2.7488 1.2693 4.9035
O: 0.1157 0.9301 -5.8946
H: 0.8213 0.7425 -1.2679
H: 2.6913 1.7496 -6.0627
H: -0.3715 -0.8335 -6.7592
C: 1.0834 0.3950 0.8248
H: -9.2574 -2.0577 0.6421
C: 4.7493 -0.8607 5.5129
C: 0.2726 -0.4826 -5.9486
H: 0.6266 2.6743 -5.0022
C: -2.8790 -4.3770 -1.2004
H: 0.5473 1.3124 -3.9023
H: -5.6833 -0.5505 -1.7808
O: -3.7593 -0.5651 1.7166
C: 0.8732 1.6137 -4.9031



[5]
The following is a quantum chemistry calculation of the molecule C20H35NOS, from the Open Molecules 2025 dataset.

SMILES: CCCCCCCCN[C@H](C)[C@@H](O)c1ccc(SC(C)C)cc1
HOMO level: -8.57 eV
Relative energy (zero: lowest compared OMol25 entry of this formula, charge and spin): 4.5 kJ/mol
Electronic energy: -35681.5330 eV
HOMO-LUMO gap: 9.38 eV
Charge: 0
2S+1: 1

Cartesian coordinates (Å):
H: -2.8848 0.5007 0.7086
N: -2.1399 1.1500 0.4836
H: -4.2152 -0.2377 -0.8765
H: 7.6214 -0.8726 -0.5268
H: -1.7371 -1.4691 0.8604
H: 0.0249 -1.4308 0.7431
H: -5.4845 -2.0462 1.0322
H: -7.2518 -0.0758 -0.7956
H: 5.4558 1.0492 -1.5161
H: -4.1917 2.5302 0.8309
C: -0.9371 0.4051 0.1411
H: -7.1168 -2.4412 -1.5155
H: -1.9260 2.9414 -0.5265
H: 1.9662 0.4813 2.3421
H: 5.7638 1.0029 1.0215
C: 0.2742 1.3408 0.4116
H: 7.5078 1.2140 0.8325
H: -4.9631 1.7983 -2.0347
C: -5.1098 1.7252 -0.9540
C: -5.1372 0.2513 -0.5530
H: -7.6698 -2.4721 2.1806
C: -0.8543 -0.8487 1.0052
C: -4.0307 2.5505 -0.2489
C: 3.1999 -0.4450 -1.1836
H: -7.6981 -0.9584 1.2832
H: -6.2551 -3.5353 0.5036
H: 6.3640 -0.0898 -2.5214
H: -0.7960 2.0140 1.8379
H: -0.7886 -0.5691 2.0539
O: 0.1565 1.8939 1.6966
S: 5.4650 -1.7219 -0.2819
H: 3.5444 -0.7166 -2.1700
C: 2.0266 0.2661 -1.0197
C: 2.3189 0.2146 1.3587
H: 7.1951 1.2618 -1.7428
H: 1.4560 0.5651 -1.8877
C: 1.5748 0.6002 0.2522
C: -2.6022 2.0803 -0.5350
C: 6.6782 -0.3342 -0.4022
C: 6.7071 0.4778 0.8802
C: -6.3390 -2.4458 0.4829
C: -6.3181 -0.4802 -1.1892
C: 3.9412 -0.8145 -0.0715
C: -7.6295 -2.0386 1.1838
H: -4.1327 3.5866 -0.5768
H: -6.0828 2.1681 -0.7264
H: 0.2459 2.1508 -0.3401
H: 4.0714 -0.7990 2.0612
C: -6.2768 -1.9947 -0.9776
H: -6.3100 -0.2877 -2.2654
H: -5.2070 0.1797 0.5347
C: 6.4034 0.5240 -1.6242
H: -8.4932 -2.3888 0.6227
H: 6.8806 -0.1681 1.7379
H: -0.9212 0.1166 -0.9260
H: -2.5540 1.6364 -1.5449
C: 3.4971 -0.4912 1.2006
H: -5.3579 -2.3860 -1.4227



[6]
The following is a quantum chemistry calculation of a cluster of 2 separate species, C20H35O2Si in total, from the Open Molecules 2025 dataset.

HOMO level: -10.91 eV
Relative energy (zero: lowest compared OMol25 entry of this formula, charge and spin): 69.3 kJ/mol
Electronic energy: -33273.4070 eV
HOMO-LUMO gap: 5.50 eV
Charge: +1
2S+1: 1

Cartesian coordinates (Å):
H: -5.4195 -1.8711 1.1057
H: -3.7612 4.4741 -0.9985
H: -2.9103 4.1108 -3.3245
H: 1.2966 0.5852 -3.0819
C: -3.3872 0.8575 -2.4056
C: -3.6644 3.4587 -1.3979
H: 2.4704 -2.2891 -1.1978
H: 4.6765 -2.8177 0.8626
C: -2.4119 -0.7142 1.7960
C: 3.6915 0.4035 2.8197
H: -4.1990 -1.0843 -0.6887
O: 1.2194 -0.3861 1.4874
C: 4.2980 -2.6841 -0.1572
C: -6.1090 -1.0295 0.9476
Si: 2.4944 -0.5027 0.3923
C: -0.0389 -0.8665 1.5125
H: 2.9513 1.1938 2.9818
H: 4.6126 0.7040 3.3398
H: -4.4806 2.5116 0.3870
H: 3.3386 -0.5142 3.2994
H: 3.8964 2.3085 0.7673
C: 2.8173 -2.3000 -0.1551
H: -3.1934 0.0211 2.0173
H: 0.9330 -3.2487 0.4367
C: 2.0087 -3.3559 0.5946
C: -4.0508 2.3904 -0.6056
H: -1.0744 0.9729 1.1695
H: -6.5859 -0.7243 1.8798
C: -3.0383 1.9501 -3.1907
H: 5.5091 1.7355 1.2234
H: 0.6721 -0.7483 -2.0935
H: -6.8719 -1.3108 0.2080
C: 3.9872 0.2007 1.3344
C: 0.9017 1.6640 -0.6312
O: -5.3900 0.1319 0.4718
H: -0.1200 -1.9358 1.7370
C: 4.5828 1.4553 0.7009
H: 4.4268 -3.6433 -0.6785
C: -3.9415 1.0729 -1.1214
C: -1.1407 -0.0903 1.3830
H: 0.8333 2.4383 -1.4112
H: 2.3595 -0.7627 -2.6627
H: -2.2543 -1.3671 2.6807
H: -0.0885 1.2025 -0.5581
H: 2.9004 1.1918 -1.2417
H: 2.2922 -4.3524 0.2318
C: -4.4310 -0.0451 -0.3940
H: -2.7942 -1.3651 1.0005
C: 1.5552 -0.1240 -2.2819
C: -3.1791 3.2585 -2.6975
H: -3.3145 -0.1796 -2.7489
H: -2.6717 1.7815 -4.2104
H: 2.2156 -3.3264 1.6703
H: 4.9254 -1.9489 -0.6706
C: 1.9719 0.6427 -1.0321
H: 4.8435 1.3065 -0.3525
H: 4.7186 -0.6128 1.2393
H: 1.1222 2.1765 0.3113



[7]
The following is a quantum chemistry calculation of a structure of composition C20H36BBeBr2CaClCsF10N3O14, from the Open Molecules 2025 dataset.

HOMO level: -11.16 eV
Electronic energy: -254255.8264 eV
HOMO-LUMO gap: 0.83 eV
Charge: +2
2S+1: 1

Cartesian coordinates (Å):
H: -4.9510 2.0488 -4.2055
C: -0.3991 0.3574 -2.4451
C: 3.5154 -1.5055 1.1437
H: -0.5056 -0.0526 -4.4836
B: -1.5508 -2.7374 -2.3914
C: 1.2251 0.5854 -2.1168
H: 2.5906 -2.2156 3.5969
C: -1.2245 -1.5665 7.0794
C: 4.2094 4.3493 -2.3327
H: 1.6624 1.0986 -3.0796
C: -5.1796 1.5131 -3.1850
C: 5.3243 3.3297 -2.3078
F: -3.1403 -5.4976 -3.5397
H: 3.2882 -2.5764 1.1233
O: -9.3763 0.2751 -2.6628
H: 1.2962 2.6611 -1.1194
Ca: -0.7403 -4.8360 -1.4480
N: -0.4538 -0.6169 -3.5823
Cl: -8.9379 -0.1420 -3.9805
N: -0.6685 -2.6347 -1.1480
F: 1.2494 -0.9627 1.4145
H: 6.3335 3.2992 2.9398
H: -0.7477 2.5487 -4.9459
H: 4.5476 5.2792 -2.7984
H: 2.6749 1.4728 -0.6008
H: -1.1927 -2.1322 -0.3890
C: -1.4843 -2.4230 -4.9915
C: 2.4848 -0.7388 1.9659
C: -0.9163 -1.8294 8.5398
C: -4.3417 1.8244 -0.9486
O: -0.7216 -3.5500 -5.0433
F: 2.6826 0.6037 1.8846
H: -4.5682 2.9890 -1.0774
C: 1.5032 1.5417 -0.8170
H: 0.2507 -2.1739 -1.3543
H: -3.8801 -1.6355 -4.0905
Br: 2.7213 3.7414 -3.4370
C: -0.1696 -2.0790 6.1464
H: 3.8022 4.5712 -1.3424
O: -0.4025 3.0135 -5.7503
F: 3.5235 -1.0649 -0.1428
H: 1.3517 -1.0128 3.7426
O: 6.5858 3.0325 3.8050
H: 0.3533 2.5188 -6.1579
O: -2.1839 -1.8592 -6.1840
C: -3.7327 -0.2046 -2.3230
C: 4.5156 -0.6588 4.5004
O: -1.2200 -0.1726 6.8121
Br: 4.8883 1.8349 -1.1334
O: -4.1583 -0.8462 -1.2344
F: -0.9615 1.7160 -2.7570
O: -0.7961 1.0235 4.9074
O: -0.2830 -1.2033 5.0397
H: -5.6120 0.4360 -3.4592
C: -3.1076 -0.8392 -3.6853
O: -2.3406 -4.0133 -2.5110
H: 0.9575 1.2068 0.1726
C: 5.4390 0.4611 4.0075
H: -2.2152 -1.9598 6.8229
H: -5.3676 1.3640 -0.5602
O: -7.5974 0.3549 -4.2236
O: -8.9374 -1.5901 -4.0541
H: 6.2355 3.7648 -1.8875
H: -0.8919 0.0226 -1.4417
Be: 5.5597 -1.5603 7.3397
H: 5.3084 1.3694 4.6039
H: -1.7213 -1.4400 9.1725
H: -6.0379 2.0351 -2.5570
H: -0.1545 3.9514 -5.5480
C: -0.7699 -0.0242 5.5302
O: -9.8403 0.3927 -4.9816
F: 4.7750 -1.3427 1.6067
Cs: 4.0597 1.5057 -3.4605
H: -0.3511 -3.1134 5.8410
N: -3.9205 1.3281 -2.3125
C: 2.3992 -1.1463 3.4449
H: -0.0008 -1.3123 8.8488
H: 1.7914 -0.4611 -2.0238
H: -3.0591 0.0153 -4.5108
F: 6.7448 0.0874 4.0790
O: 3.1319 -0.3362 4.3686
H: 5.5487 2.9078 -3.2915
H: -0.8033 -2.8990 8.7367
F: 4.7527 -1.8473 3.8957
F: 4.7210 -0.8711 5.8291
H: 0.8468 -1.9994 6.5491
C: -1.6408 -1.5448 -3.5692
H: -3.4843 1.7748 -0.1284
F: 5.2000 0.7779 2.7093
H: -3.3101 -3.7560 -2.4464



> Among the records above, which one has the lowest charge?

C20H35INbO10S



> What is the formula in the fifth record?

C20H35NOS